No. 1
Entry from the Open Molecules 2025 dataset: a structure of composition C49H56Cl2GeN12O7Rb (wB97M-V/def2-TZVPD).

Positions of all 128 atoms, in Å:
1 Rb -5.10 -24.26 3.42
2 C -8.64 -28.18 7.61
3 N -8.02 -27.20 6.73
4 C -7.97 -27.10 5.41
5 N -7.41 -25.95 5.04
6 C -7.12 -25.38 6.25
7 N -7.49 -26.11 7.29
8 C -10.11 -27.96 7.72
9 C -10.98 -29.06 7.91
10 C -12.31 -28.89 8.18
11 C -12.82 -27.61 8.27
12 C -12.00 -26.50 8.02
13 C -10.66 -26.67 7.74
14 C -12.56 -25.14 8.09
15 N -13.73 -24.79 8.53
16 N -13.80 -23.42 8.40
17 C -12.66 -23.04 7.92
18 O -11.80 -24.09 7.72
19 C -12.30 -21.69 7.51
20 C -12.99 -20.60 8.06
21 C -12.67 -19.35 7.55
22 C -11.65 -19.20 6.63
23 C -10.86 -20.26 6.18
24 C -9.68 -20.02 5.23
25 N -9.15 -21.23 4.68
26 C -7.92 -21.79 4.83
27 N -7.85 -22.92 4.16
28 C -9.07 -22.98 3.58
29 N -9.85 -21.96 3.84
30 C -11.22 -21.53 6.65
31 H -8.17 -27.99 8.59
32 H -8.41 -29.18 7.24
33 H -8.35 -27.82 4.72
34 H -6.61 -24.45 6.29
35 H -10.54 -30.05 7.90
36 H -12.94 -29.74 8.44
37 H -13.85 -27.45 8.49
38 H -10.03 -25.81 7.66
39 H -13.81 -20.69 8.78
40 H -13.22 -18.48 7.87
41 H -11.39 -18.18 6.34
42 H -8.86 -19.56 5.78
43 H -9.91 -19.34 4.41
44 H -7.16 -21.41 5.50
45 H -9.37 -23.75 2.92
46 H -10.76 -22.45 6.26
47 N -3.09 -24.17 6.23
48 C -2.18 -24.88 7.15
49 C -2.56 -26.37 7.24
50 C -3.02 -27.09 5.95
51 N -4.44 -26.77 5.67
52 H -3.17 -23.15 6.38
53 H -4.03 -24.52 6.38
54 H -2.21 -24.45 8.16
55 H -1.16 -24.78 6.79
56 H -3.37 -26.45 7.95
57 H -1.74 -26.94 7.69
58 H -2.81 -28.17 6.09
59 H -2.44 -26.72 5.11
60 H -5.09 -27.10 6.39
61 H -4.77 -27.13 4.79
62 Cl -2.88 -19.28 -2.88
63 C -3.00 -20.32 -1.48
64 C -1.88 -21.07 -1.07
65 C -1.98 -21.85 0.06
66 Cl -0.53 -22.58 0.67
67 C -3.21 -21.99 0.84
68 O -3.25 -22.71 1.87
69 C -4.31 -21.20 0.34
70 C -5.64 -21.19 0.89
71 O -6.18 -21.98 1.68
72 C -4.13 -20.33 -0.75
73 H -0.92 -21.01 -1.60
74 H -6.29 -20.37 0.48
75 H -4.97 -19.74 -1.08
76 O -7.96 -26.28 2.13
77 H -7.49 -25.64 1.59
78 H -7.91 -25.94 3.05
79 C -2.22 -19.71 3.37
80 N -2.97 -20.83 3.90
81 C -3.80 -20.77 4.97
82 N -3.69 -19.66 5.75
83 O -4.60 -21.66 5.25
84 H -1.83 -20.00 2.37
85 H -1.37 -19.47 4.04
86 H -2.90 -18.89 3.20
87 H -3.06 -21.66 3.30
88 H -3.08 -18.90 5.51
89 H -4.44 -19.52 6.41
90 O -2.00 -24.93 3.88
91 H -2.35 -24.43 4.66
92 H -1.90 -24.29 3.16
93 O -6.15 -24.48 0.52
94 H -6.20 -23.57 0.85
95 H -5.45 -24.44 -0.17
96 C -1.84 -28.26 2.49
97 Ge -2.74 -27.15 1.08
98 C -4.00 -28.25 0.10
99 C -3.56 -29.01 -0.96
100 C -4.47 -29.78 -1.72
101 C -5.80 -29.80 -1.38
102 C -6.25 -29.07 -0.29
103 C -5.39 -28.29 0.47
104 C -1.29 -26.33 0.01
105 C 0.05 -26.52 0.31
106 C 1.08 -25.99 -0.48
107 C 0.75 -25.15 -1.50
108 C -0.63 -24.86 -1.79
109 C -0.96 -23.92 -2.79
110 C -2.27 -23.60 -3.08
111 C -3.31 -24.31 -2.40
112 C -2.99 -25.25 -1.45
113 C -1.66 -25.51 -1.08
114 H -1.25 -29.02 1.99
115 H -2.50 -28.75 3.19
116 H -1.18 -27.67 3.11
117 H -2.54 -28.99 -1.30
118 H -4.12 -30.31 -2.60
119 H -6.51 -30.36 -1.94
120 H -7.32 -29.07 -0.05
121 H -5.77 -27.71 1.32
122 H 0.34 -27.11 1.18
123 H 2.11 -26.25 -0.28
124 H 1.41 -24.60 -2.12
125 H -0.15 -23.42 -3.30
126 H -2.55 -22.88 -3.86
127 H -4.33 -24.02 -2.59
128 H -3.83 -25.76 -0.95

Results
2S+1	2
LUMO level (spin up / spin down)	-0.07 / -0.52	eV
gap between HOMO and LUMO (spin up / spin down)	0.250 / 0.256	Ha
energy above the lowest of the compared OMol25 structures with the same formula, charge and spin	32.32	kJ/mol

---

No. 2
Entry from the Open Molecules 2025 dataset: a structure of composition C42H52BaN5O6P (wB97M-V/def2-TZVPD).

Positions of all 107 atoms, in Å:
1 Ba -0.13 -0.45 0.87
2 O -2.20 -1.43 0.53
3 C -2.54 -2.69 0.44
4 C -3.60 -3.15 -0.38
5 C -3.96 -4.49 -0.40
6 C -3.30 -5.44 0.39
7 C -2.24 -5.00 1.19
8 C -1.85 -3.67 1.21
9 C -0.63 -3.21 1.96
10 N -0.34 -3.47 3.17
11 N 0.89 -3.02 3.72
12 C 1.25 -1.77 3.60
13 O 0.63 -0.79 3.04
14 C 2.57 -1.43 4.27
15 C 2.93 -0.10 4.43
16 C 4.16 0.25 4.99
17 C 5.06 -0.74 5.38
18 C 4.70 -2.08 5.22
19 C 3.47 -2.42 4.67
20 H -4.12 -2.41 -0.98
21 H -4.77 -4.81 -1.05
22 H -3.58 -6.48 0.36
23 H -1.68 -5.71 1.79
24 H 0.05 -2.64 1.34
25 H 2.23 0.67 4.12
26 H 4.42 1.30 5.10
27 H 6.02 -0.47 5.79
28 H 5.40 -2.86 5.51
29 H 3.17 -3.46 4.54
30 C -6.74 3.31 -6.89
31 O -7.00 2.82 -5.59
32 C -6.49 3.56 -4.55
33 C -6.11 4.88 -4.66
34 C -5.62 5.55 -3.53
35 C -5.48 4.91 -2.32
36 C -5.88 3.58 -2.22
37 C -6.38 2.91 -3.32
38 N -5.14 5.75 -1.16
39 N -4.33 5.37 -0.29
40 C -3.37 4.33 -0.43
41 C -2.68 3.99 -1.59
42 C -1.62 3.10 -1.60
43 C -1.21 2.41 -0.42
44 O -0.23 1.62 -0.38
45 C -2.00 2.69 0.79
46 N -1.72 1.93 1.89
47 C -2.37 2.15 3.01
48 C -3.36 3.15 3.12
49 C -3.68 3.89 2.02
50 C -3.00 3.67 0.79
51 H -7.03 2.53 -7.58
52 H -5.69 3.55 -7.02
53 H -7.34 4.20 -7.11
54 H -6.19 5.41 -5.60
55 H -5.32 6.59 -3.60
56 H -5.79 3.06 -1.27
57 H -6.69 1.87 -3.24
58 H -2.93 4.50 -2.51
59 H -1.06 2.91 -2.50
60 H -2.13 1.52 3.85
61 H -3.86 3.31 4.07
62 H -4.46 4.64 2.05
63 C 3.04 3.58 2.19
64 C 1.72 2.91 1.93
65 O 1.13 2.58 3.20
66 H 3.55 3.79 1.25
67 H 3.68 2.93 2.79
68 H 2.89 4.52 2.74
69 H 1.86 2.01 1.33
70 H 1.05 3.56 1.36
71 H 0.53 1.83 3.05
72 C -0.10 -1.26 -2.50
73 O 0.49 -1.24 -1.26
74 H -0.16 -2.28 -2.94
75 H 0.44 -0.63 -3.24
76 H -1.14 -0.87 -2.47
77 C 2.93 0.60 -1.62
78 C 3.19 -0.89 -1.86
79 C 4.64 -1.09 -2.31
80 P 2.53 -1.87 -0.41
81 C 2.13 -3.56 -1.07
82 C 2.15 -4.62 0.03
83 C 2.89 -4.05 -2.31
84 C 4.08 -2.30 0.60
85 C 4.56 -1.01 1.29
86 C 5.31 -3.11 0.15
87 H 3.20 1.18 -2.51
88 H 3.54 0.97 -0.79
89 H 1.88 0.79 -1.39
90 H 2.54 -1.20 -2.69
91 H 5.34 -0.71 -1.56
92 H 4.81 -0.53 -3.23
93 H 4.89 -2.13 -2.50
94 H 1.08 -3.44 -1.36
95 H 3.17 -4.93 0.28
96 H 1.61 -5.51 -0.30
97 H 1.68 -4.28 0.96
98 H 3.95 -4.17 -2.12
99 H 2.77 -3.38 -3.16
100 H 2.49 -5.03 -2.61
101 H 3.60 -2.89 1.39
102 H 5.22 -0.42 0.63
103 H 5.12 -1.22 2.21
104 H 3.72 -0.36 1.57
105 H 5.92 -2.57 -0.57
106 H 5.04 -4.07 -0.29
107 H 5.95 -3.32 1.02

Results
LUMO level	3.56	eV
gap between HOMO and LUMO	0.214	Ha
energy above the lowest of the compared OMol25 structures with the same formula, charge and spin	266.69	kJ/mol
net charge	-2

---

No. 3
Entry from the Open Molecules 2025 dataset: the molecule Cl2 (wB97M-V/def2-TZVPD).

Positions of all 2 atoms, in Å:
1 Cl 0.92 0.27 0.37
2 Cl -0.92 -0.27 -0.37

Results
LUMO level	-1.44	eV
gap between HOMO and LUMO	0.357	Ha
energy above the lowest of the compared OMol25 structures with the same formula, charge and spin	3.50	kJ/mol

---

No. 4
Entry from the Open Molecules 2025 dataset: a structure of composition C18H31Cl2N4O3SSn (wB97M-V/def2-TZVPD).

Positions of all 60 atoms, in Å:
1 O 1.65 0.93 -0.84
2 C 1.51 1.47 -2.08
3 C 1.48 3.01 -2.05
4 C 1.14 3.73 -0.91
5 H 0.90 3.18 0.01
6 C 1.09 5.13 -0.94
7 H 0.78 5.66 -0.04
8 C 1.42 5.81 -2.11
9 H 1.38 6.90 -2.14
10 C 1.79 5.10 -3.26
11 H 2.03 5.62 -4.18
12 C 1.83 3.70 -3.22
13 H 2.11 3.12 -4.11
14 H 2.35 1.18 -2.76
15 C 0.45 -0.47 -3.50
16 C 0.18 0.80 -2.73
17 H -0.05 -0.43 -4.47
18 H 0.08 -1.35 -2.96
19 H 1.53 -0.59 -3.64
20 C -0.94 1.56 -2.87
21 C -2.01 1.32 -3.88
22 H -1.04 2.49 -2.30
23 H -1.88 2.01 -4.75
24 H -3.00 1.50 -3.46
25 H -2.00 0.29 -4.28
26 Sn -0.42 -0.04 -0.34
27 Cl -1.51 2.01 0.30
28 Cl -2.20 -1.03 -1.55
29 C -2.64 -1.07 1.60
30 O -1.41 -1.29 1.33
31 N -3.37 -1.94 2.28
32 C -2.89 -3.24 2.73
33 C -4.80 -1.70 2.50
34 H -3.14 -0.14 1.28
35 H -1.84 -3.38 2.49
36 H -3.49 -4.03 2.27
37 H -3.04 -3.32 3.82
38 H -5.04 -0.69 2.13
39 H -5.03 -1.77 3.57
40 H -5.40 -2.44 1.96
41 H 1.78 -4.98 -0.79
42 H 4.38 -3.98 -0.57
43 C 1.78 -4.23 -1.59
44 C 4.03 -3.20 -1.25
45 N 2.58 -3.07 -1.20
46 H 0.76 -3.93 -1.81
47 C 2.01 -2.00 -0.68
48 O 0.73 -1.88 -0.67
49 H 4.48 -2.24 -0.98
50 H 2.66 -1.21 -0.26
51 H 2.25 -4.67 -2.48
52 H 4.33 -3.47 -2.27
53 N 0.41 -0.97 3.90
54 C 0.42 0.19 3.23
55 N -0.17 1.24 3.80
56 S 1.25 0.37 1.75
57 H -0.22 -1.10 4.68
58 H 0.71 -1.81 3.41
59 H -0.24 2.11 3.29
60 H -0.49 1.20 4.76

Results
LUMO level	2.40	eV
gap between HOMO and LUMO	0.116	Ha
net charge	-1

---

No. 5
Entry from the Open Molecules 2025 dataset: a structure of composition C18H27CaSbSiTe (wB97M-V/def2-TZVPD).

Positions of all 49 atoms, in Å:
1 Ca -0.21 0.43 1.56
2 Te 1.89 0.03 3.49
3 C -3.08 -2.07 -0.33
4 Si -1.54 -2.17 0.81
5 C -2.14 -3.43 2.12
6 C -0.36 -3.28 -0.22
7 C -0.45 -3.43 -1.61
8 C 0.47 -4.19 -2.33
9 C 1.52 -4.82 -1.68
10 C 1.64 -4.69 -0.30
11 C 0.72 -3.93 0.41
12 H -3.43 -3.05 -0.68
13 H -2.90 -1.43 -1.20
14 H -3.90 -1.60 0.23
15 H -2.57 -4.32 1.64
16 H -2.90 -2.98 2.77
17 H -1.32 -3.75 2.76
18 H -1.26 -2.95 -2.14
19 H 0.37 -4.28 -3.41
20 H 2.25 -5.39 -2.24
21 H 2.46 -5.17 0.22
22 H 0.85 -3.81 1.48
23 C 5.29 0.73 -0.66
24 Sb 3.92 0.36 1.16
25 C 2.58 -0.62 -0.26
26 C 3.15 2.36 0.81
27 H 4.75 1.11 -1.53
28 H 5.76 -0.22 -0.94
29 H 6.09 1.44 -0.41
30 H 2.93 -0.36 -1.26
31 H 1.54 -0.31 -0.18
32 H 2.60 -1.70 -0.14
33 H 3.61 2.76 -0.09
34 H 3.38 3.00 1.66
35 H 2.07 2.35 0.68
36 C -2.13 1.97 0.60
37 C -2.27 3.35 0.24
38 C -2.71 4.33 1.16
39 C -2.86 5.66 0.80
40 C -2.57 6.10 -0.49
41 C -2.11 5.16 -1.41
42 C -1.96 3.83 -1.05
43 H -2.16 1.25 -0.22
44 H -2.72 1.63 1.46
45 H -2.93 4.02 2.17
46 H -3.21 6.37 1.55
47 H -2.70 7.14 -0.77
48 H -1.87 5.47 -2.42
49 H -1.60 3.12 -1.79

Results
LUMO level	4.81	eV
gap between HOMO and LUMO	0.185	Ha
energy above the lowest of the compared OMol25 structures with the same formula, charge and spin	9.42	kJ/mol
net charge	-2

---

No. 6
Entry from the Open Molecules 2025 dataset: a structure of composition C24H17F5MgN4O2Se (wB97M-V/def2-TZVPD).

Positions of all 54 atoms, in Å:
1 Mg -0.56 0.78 -0.45
2 O -0.75 1.24 3.68
3 C -0.43 1.14 2.50
4 N -1.24 0.77 1.51
5 C -2.64 0.70 1.87
6 C -3.51 0.73 0.59
7 C -4.88 0.86 0.65
8 C -5.63 1.00 -0.49
9 C -4.99 0.93 -1.71
10 C -3.63 0.79 -1.73
11 N -2.92 0.66 -0.61
12 C 1.00 1.36 2.01
13 C 2.02 1.55 2.91
14 C 3.29 1.89 2.45
15 C 3.49 1.84 1.10
16 C 2.43 1.55 0.22
17 N 1.21 1.22 0.69
18 H -2.87 1.49 2.64
19 H -2.83 -0.29 2.36
20 H -5.34 0.92 1.63
21 H -6.71 1.06 -0.45
22 H -5.61 0.95 -2.65
23 H -3.12 0.71 -2.70
24 H 1.72 1.46 3.96
25 H 4.06 2.19 3.14
26 H 4.42 2.03 0.66
27 H 2.70 1.40 -0.79
28 O 0.01 -1.12 -1.06
29 C 0.29 -1.09 -2.47
30 C -0.10 0.25 -3.18
31 C -0.09 0.38 -4.54
32 C -0.46 1.61 -5.16
33 C -0.81 2.66 -4.34
34 C -0.58 2.53 -2.97
35 N -0.23 1.35 -2.43
36 H 0.49 -1.93 -0.66
37 H -0.41 -1.77 -3.07
38 H 1.35 -1.31 -2.75
39 H 0.10 -0.47 -5.15
40 H -0.42 1.75 -6.22
41 H -1.23 3.60 -4.75
42 H -0.69 3.44 -2.37
43 F 4.41 -3.08 4.65
44 C 3.68 -3.30 3.55
45 C 4.24 -3.23 2.26
46 F 5.54 -2.80 2.17
47 C 3.49 -3.31 1.14
48 F 4.01 -3.24 -0.09
49 C 2.09 -3.57 1.21
50 Se 1.07 -3.96 -0.28
51 C 1.50 -3.60 2.47
52 F 0.12 -3.78 2.56
53 C 2.28 -3.46 3.64
54 F 1.70 -3.49 4.88

Results
LUMO level	-0.88	eV
gap between HOMO and LUMO	0.210	Ha
energy above the lowest of the compared OMol25 structures with the same formula, charge and spin	44.77	kJ/mol

---

Number 1: total energy -166153.78024 eV. Number 2: total energy -74116.75970 eV. Number 3: total energy -25043.92404 eV. Number 4: total energy -72984.53106 eV. Number 5: total energy -59250.93043 eV. Number 6: total energy -119599.19502 eV.